{"formula": "C36H50BrCrN4O3", "method": "wB97M-V/def2-TZVPD", "homo_ev": [-13.118, -13.019], "orbital_gap_ev": [6.38, 5.92], "total_charge": 2, "multiplicity": 2, "species": ["Cr", "C", "C", "C", "C", "C", "C", "C", "C", "N", "C", "C", "C", "C", "N", "C", "C", "C", "C", "C", "C", "C", "C", "H", "H", "H", "H", "H", "H", "H", "H", "H", "H", "H", "H", "H", "H", "H", "H", "H", "H", "H", "H", "H", "H", "H", "H", "C", "O", "C", "O", "N", "N", "H", "H", "H", "H", "H", "H", "C", "C", "C", "C", "C", "C", "C", "Br", "C", "O", "C", "C", "C", "C", "C", "C", "H", "H", "H", "H", "H", "H", "H", "H", "H", "H", "H", "H", "H", "H", "H", "H", "H", "H", "H", "H"], "coordinates": [[0.494, 0.273, 1.119], [1.084, 3.447, 3.230], [1.223, 2.322, 4.217], [0.988, 2.526, 5.570], [1.188, 1.507, 6.490], [1.636, 0.269, 6.063], [1.890, 0.026, 4.716], [2.464, -1.305, 4.301], [1.656, 1.057, 3.799], [1.900, 0.833, 2.402], [3.146, 0.898, 1.982], [4.330, 1.252, 2.815], [3.274, 0.623, 0.575], [4.579, 0.708, -0.138], [2.136, 0.289, 0.015], [2.014, 0.160, -1.404], [2.010, 1.303, -2.215], [2.324, 2.680, -1.692], [1.739, 1.134, -3.571], [1.510, -0.120, -4.105], [1.588, -1.246, -3.298], [1.855, -1.125, -1.942], [2.087, -2.329, -1.069], [0.671, 4.329, 3.715], [0.428, 3.172, 2.403], [2.059, 3.716, 2.817], [0.659, 3.501, 5.907], [1.022, 1.689, 7.543], [1.822, -0.519, 6.784], [1.996, -2.121, 4.854], [3.527, -1.341, 4.547], [2.367, -1.489, 3.230], [4.039, 1.543, 3.821], [4.885, 2.072, 2.358], [5.019, 0.406, 2.882], [5.300, 0.035, 0.330], [4.996, 1.715, -0.071], [4.474, 0.440, -1.186], [2.250, 2.754, -0.609], [1.655, 3.416, -2.135], [3.341, 2.954, -1.982], [1.724, 2.009, -4.210], [1.306, -0.229, -5.162], [1.453, -2.230, -3.731], [1.740, -3.239, -1.553], [1.595, -2.227, -0.100], [3.157, -2.447, -0.882], [-2.470, 1.003, 5.549], [-2.027, 1.406, 4.243], [-1.338, 0.604, 3.482], [-0.965, 0.986, 2.371], [-1.042, -0.644, 3.886], [-0.256, -1.417, 3.020], [-3.000, 1.862, 5.946], [-1.616, 0.775, 6.189], [-3.155, 0.156, 5.486], [-1.303, -0.999, 4.790], [-0.790, -2.203, 2.669], [0.557, -1.762, 3.518], [-2.175, 1.361, -5.792], [-3.177, 0.571, -4.933], [-4.433, 1.425, -4.665], [-3.595, -0.684, -5.704], [-2.543, 0.253, -3.599], [-2.059, 1.306, -2.793], [-1.465, 1.012, -1.613], [-0.856, 2.410, -0.481], [-1.311, -0.324, -1.107], [-0.626, -0.461, -0.032], [-1.930, -1.385, -1.860], [-2.470, -1.047, -3.088], [-2.085, -2.845, -1.420], [-1.636, -3.116, 0.018], [-3.582, -3.208, -1.496], [-1.294, -3.750, -2.377], [-2.637, 1.608, -6.747], [-1.285, 0.760, -5.989], [-1.865, 2.291, -5.316], [-4.925, 1.650, -5.610], [-4.187, 2.367, -4.175], [-5.136, 0.880, -4.033], [-3.998, -0.388, -6.671], [-4.377, -1.238, -5.183], [-2.745, -1.344, -5.889], [-2.145, 2.340, -3.096], [-2.884, -1.847, -3.681], [-2.229, -2.516, 0.711], [-0.582, -2.900, 0.167], [-1.797, -4.171, 0.243], [-4.181, -2.510, -0.909], [-3.731, -4.213, -1.100], [-3.955, -3.201, -2.519], [-0.240, -3.481, -2.384], [-1.673, -3.674, -3.396], [-1.387, -4.789, -2.060]], "lowdin_charge": [0.85, 0.00, -0.21, -0.02, -0.05, -0.03, -0.23, -0.04, -0.22, 0.04, -0.20, 0.04, -0.22, 0.03, 0.04, -0.21, -0.22, -0.06, -0.02, -0.04, -0.02, -0.20, -0.01, 0.10, 0.06, 0.09, 0.13, 0.12, 0.13, 0.10, 0.11, 0.07, 0.10, 0.11, 0.12, 0.11, 0.11, 0.10, 0.06, 0.08, 0.10, 0.13, 0.12, 0.12, 0.08, 0.06, 0.10, 0.01, 0.05, -0.54, -0.05, 0.08, 0.11, 0.11, 0.09, 0.11, 0.16, 0.11, 0.06, -0.03, -0.55, -0.03, -0.05, -0.12, -0.06, -0.49, 1.01, -0.32, -0.21, -0.05, 0.04, -0.52, -0.05, -0.03, -0.02, 0.09, 0.08, 0.08, 0.09, 0.08, 0.10, 0.09, 0.09, 0.09, 0.12, 0.10, 0.09, 0.06, 0.10, 0.10, 0.10, 0.08, 0.06, 0.09, 0.10]}


{"formula": "C36H50IrN6O2P2S2", "method": "wB97M-V/def2-TZVPD", "homo_ev": [-12.044, -12.038], "orbital_gap_ev": [4.38, 3.80], "total_charge": 2, "multiplicity": 2, "species": ["Ir", "C", "C", "C", "P", "C", "C", "C", "C", "C", "C", "C", "C", "C", "N", "C", "C", "C", "C", "C", "C", "P", "C", "C", "C", "C", "C", "C", "H", "H", "H", "H", "H", "H", "H", "H", "H", "H", "H", "H", "H", "H", "H", "H", "H", "H", "H", "H", "H", "H", "H", "H", "H", "H", "H", "H", "H", "H", "H", "H", "H", "H", "H", "H", "O", "S", "O", "N", "C", "S", "C", "C", "C", "C", "C", "C", "H", "H", "H", "H", "C", "C", "C", "C", "N", "C", "N", "N", "N", "H", "H", "H", "H", "H", "H", "H", "H", "H", "H"], "coordinates": [[0.498, -0.445, -0.429], [0.110, -3.430, 2.073], [-1.013, -3.534, 1.048], [-2.228, -4.258, 1.619], [-1.398, -1.831, 0.405], [-2.800, -2.089, -0.834], [-4.195, -1.630, -0.423], [-2.402, -1.428, -2.155], [-1.940, -0.864, 1.853], [-3.183, -0.965, 2.459], [-3.555, -0.099, 3.479], [-2.704, 0.933, 3.852], [-1.448, 1.030, 3.298], [-0.988, 0.067, 2.370], [0.294, 0.007, 1.939], [1.338, 0.481, 2.652], [1.275, 0.747, 4.043], [2.299, 1.390, 4.698], [3.457, 1.734, 4.013], [3.612, 1.340, 2.690], [2.592, 0.704, 2.004], [2.815, -0.032, 0.352], [3.832, -1.577, 0.692], [4.857, -1.462, 1.813], [4.473, -2.041, -0.610], [3.762, 1.078, -0.819], [2.853, 2.220, -1.265], [5.104, 1.617, -0.329], [0.500, -4.418, 2.304], [0.926, -2.815, 1.689], [-0.254, -2.980, 2.995], [-0.644, -4.071, 0.166], [-2.603, -3.756, 2.508], [-3.037, -4.347, 0.899], [-1.932, -5.266, 1.901], [-2.822, -3.172, -1.002], [-4.200, -0.597, -0.086], [-4.850, -1.706, -1.290], [-4.621, -2.262, 0.350], [-2.168, -0.372, -2.033], [-1.543, -1.929, -2.596], [-3.214, -1.502, -2.876], [-3.875, -1.731, 2.156], [-4.523, -0.203, 3.942], [-3.021, 1.655, 4.587], [-0.811, 1.871, 3.536], [0.421, 0.400, 4.602], [2.210, 1.612, 5.749], [4.257, 2.248, 4.520], [4.555, 1.529, 2.206], [3.079, -2.315, 0.997], [5.616, -0.715, 1.598], [4.390, -1.233, 2.768], [5.362, -2.421, 1.912], [5.331, -1.426, -0.866], [4.812, -3.069, -0.503], [3.757, -2.015, -1.430], [3.940, 0.420, -1.680], [2.541, 2.834, -0.420], [3.389, 2.852, -1.969], [1.973, 1.840, -1.785], [4.970, 2.459, 0.346], [5.714, 0.860, 0.156], [5.662, 1.978, -1.193], [-0.883, 0.979, -3.471], [0.326, 0.349, -3.928], [1.372, 1.189, -4.398], [0.886, -0.565, -2.616], [0.877, -1.843, -2.907], [1.223, -2.929, -1.657], [0.446, -2.204, -4.245], [0.348, -3.475, -4.800], [-0.182, -3.587, -6.078], [-0.616, -2.466, -6.775], [-0.510, -1.189, -6.220], [0.028, -1.085, -4.963], [0.664, -4.343, -4.240], [-0.270, -4.564, -6.527], [-1.054, -2.577, -7.755], [-0.850, -0.314, -6.750], [-2.766, 4.602, 1.926], [-3.240, 4.699, 0.478], [-4.161, 3.535, 0.125], [-2.041, 4.785, -0.492], [-1.253, 3.590, -0.425], [-1.430, 2.411, -1.040], [-0.561, 1.565, -0.522], [0.136, 2.248, 0.387], [-0.273, 3.440, 0.454], [-3.621, 4.592, 2.596], [-2.143, 5.454, 2.188], [-2.193, 3.690, 2.100], [-3.791, 5.634, 0.350], [-3.653, 2.576, 0.232], [-4.531, 3.629, -0.892], [-5.016, 3.529, 0.792], [-1.394, 5.618, -0.207], [-2.384, 4.918, -1.520], [-2.100, 2.206, -1.845]], "lowdin_charge": [1.03, -0.11, -0.54, -0.07, 1.06, -0.47, -0.09, -0.12, -0.28, -0.10, -0.06, -0.05, -0.05, -0.33, -0.04, -0.30, -0.03, -0.05, -0.06, -0.10, -0.30, 1.07, -0.51, -0.08, -0.13, -0.50, -0.12, -0.08, 0.10, 0.03, 0.09, 0.08, 0.08, 0.07, 0.10, 0.11, 0.08, 0.09, 0.07, 0.04, 0.05, 0.10, 0.09, 0.11, 0.12, 0.12, 0.11, 0.12, 0.11, 0.09, 0.09, 0.07, 0.08, 0.10, 0.09, 0.10, 0.02, 0.11, 0.07, 0.10, 0.02, 0.08, 0.06, 0.10, -0.30, 0.68, -0.23, -0.23, -0.81, 0.83, -0.25, 0.01, -0.02, -0.01, 0.00, -0.19, 0.12, 0.12, 0.13, 0.13, -0.06, -0.38, -0.06, -0.09, -0.07, -0.08, -0.05, -0.01, 0.13, 0.09, 0.09, 0.05, 0.15, 0.06, 0.09, 0.09, 0.14, 0.14, 0.14]}


{"formula": "C36H50N6O6Os", "method": "wB97M-V/def2-TZVPD", "homo_ev": [2.058, -2.604], "orbital_gap_ev": [1.63, 6.34], "de_lowest_ev": 0.000, "total_charge": -2, "multiplicity": 5, "species": ["Os", "C", "C", "N", "H", "N", "H", "C", "C", "C", "C", "C", "C", "H", "H", "H", "H", "C", "H", "H", "H", "C", "C", "C", "H", "H", "H", "H", "H", "H", "C", "H", "H", "H", "C", "C", "H", "H", "C", "H", "C", "H", "H", "H", "H", "H", "C", "H", "C", "N", "H", "N", "H", "C", "C", "C", "H", "H", "H", "H", "H", "H", "C", "H", "H", "H", "C", "C", "H", "H", "C", "H", "C", "H", "H", "H", "H", "H", "C", "H", "C", "O", "C", "O", "C", "C", "C", "C", "C", "C", "N", "O", "O", "N", "O", "O", "H", "H", "H"], "coordinates": [[-0.012, 0.496, 0.621], [-0.832, 0.989, 4.462], [-0.238, 0.095, 2.457], [-1.256, 0.678, 3.180], [1.152, 0.698, 5.434], [0.774, -0.046, 3.374], [-1.441, 1.599, 5.163], [0.725, 2.333, 0.726], [1.177, 2.861, -0.514], [1.864, 4.059, -0.512], [2.093, 4.755, 0.681], [1.602, 4.257, 1.887], [0.902, 3.059, 1.926], [0.982, 2.254, -1.424], [2.235, 4.442, -1.453], [1.764, 4.799, 2.817], [0.464, 2.657, 2.844], [2.882, 6.021, 0.652], [2.815, 6.553, 1.609], [2.515, 6.679, -0.146], [3.944, 5.827, 0.447], [-2.499, 1.103, 2.515], [-3.643, 0.882, 3.487], [-2.428, 2.580, 2.174], [-3.559, 1.503, 4.386], [-4.560, 1.164, 2.954], [-3.730, -0.167, 3.789], [-3.440, 0.773, 0.534], [-3.019, -0.704, 1.428], [-1.633, 2.757, 1.435], [-2.736, 0.320, 1.236], [-2.200, 3.170, 3.069], [-3.404, 2.872, 1.751], [-1.886, 0.201, 0.552], [0.437, 0.528, 4.588], [3.051, 0.631, 2.741], [3.139, 1.298, 3.611], [4.031, 0.183, 2.491], [2.092, -0.528, 2.957], [2.901, -1.445, 1.100], [2.647, -1.362, 4.106], [1.993, -2.202, 4.374], [2.676, 1.235, 1.905], [1.438, -0.761, 0.779], [2.814, -0.778, 5.025], [3.620, -1.739, 3.763], [1.961, -1.272, 1.628], [1.389, -2.189, 1.710], [-0.067, -0.161, -4.765], [-0.351, 0.617, -3.646], [1.826, -1.091, -5.328], [1.684, -0.041, -3.439], [-0.754, -0.264, -5.567], [-1.647, 1.169, -3.199], [-2.202, 1.961, -4.350], [-2.607, 0.048, -2.892], [-2.389, 1.323, -5.229], [-3.165, 2.358, -4.022], [-1.556, 2.788, -4.664], [-2.375, 2.222, -1.410], [-0.767, 2.743, -1.921], [-2.209, -0.594, -2.097], [-1.437, 1.889, -1.888], [-2.800, -0.561, -3.781], [-3.531, 0.538, -2.554], [-0.976, 1.123, -1.200], [1.210, -0.568, -4.640], [2.903, -1.754, -2.164], [2.731, -2.482, -2.965], [3.892, -1.929, -1.711], [2.924, -0.342, -2.703], [4.060, 0.279, -1.043], [4.018, -0.236, -3.730], [4.059, 0.757, -4.189], [2.113, -1.882, -1.417], [2.332, 0.352, -0.676], [3.880, -0.985, -4.523], [4.950, -0.438, -3.202], [3.085, 0.561, -1.484], [3.064, 1.644, -1.683], [0.754, 0.747, -2.937], [0.012, -2.139, -1.797], [-0.640, -2.267, -0.758], [-0.697, -1.384, 0.219], [-1.474, -3.498, -0.536], [-2.643, -3.365, 0.209], [-3.414, -4.492, 0.527], [-3.023, -5.766, 0.110], [-1.832, -5.894, -0.620], [-1.063, -4.768, -0.986], [-1.374, -7.208, -0.996], [-2.065, -8.200, -0.682], [-0.299, -7.298, -1.627], [-4.655, -4.296, 1.228], [-4.952, -3.136, 1.601], [-5.390, -5.284, 1.421], [-2.913, -2.393, 0.603], [-3.660, -6.621, 0.316], [-0.129, -4.903, -1.528]], "lowdin_charge": [0.96, -0.10, -0.28, -0.01, 0.07, -0.02, 0.08, -0.37, -0.17, -0.07, -0.30, -0.09, -0.12, 0.02, 0.10, 0.07, 0.08, -0.12, 0.06, 0.07, 0.07, -0.55, -0.05, -0.05, 0.07, 0.09, 0.10, 0.10, 0.08, 0.06, -0.05, 0.07, 0.09, -0.02, -0.11, -0.05, 0.07, 0.09, -0.55, 0.09, -0.08, 0.09, 0.06, -0.02, 0.06, 0.08, -0.05, 0.10, -0.05, -0.02, 0.10, -0.02, 0.10, -0.57, -0.04, -0.02, 0.08, 0.09, 0.09, 0.10, 0.07, 0.08, -0.06, 0.09, 0.09, 0.03, -0.04, -0.04, 0.09, 0.09, -0.57, 0.09, -0.05, 0.09, 0.06, 0.05, 0.08, 0.08, -0.05, 0.08, -0.07, 0.02, -0.55, -0.27, -0.12, 0.04, -0.15, 0.08, -0.16, 0.02, -0.34, 0.01, 0.01, -0.43, -0.08, -0.08, 0.08, 0.12, 0.11]}